Entry 1:
This record from OMol25 describes 5 unconnected molecules or ions with the total composition C47H71IN8O2S at a distorted geometry. The level of theory is ωB97M-V with the def2-TZVPD basis set.

Each line ends with the Mulliken charge.
Cartesian coordinates (Å):
I  6.603  1.152  2.759  0.01
S  2.527  -2.804  2.461  -0.45
O  3.900  -6.134  -0.033  -0.54
O  9.027  1.282  -3.373  -0.48
N  0.949  9.118  -0.290  -0.50
N  -3.210  6.756  -0.284  -0.47
N  -4.243  -4.874  -4.564  -0.49
N  2.766  0.204  1.608  1.50
N  8.389  -0.814  -4.153  -0.60
N  -4.025  -10.046  -1.586  -0.47
N  0.728  1.840  0.487  0.00
N  -2.668  -2.063  0.829  -0.01
C  -4.873  9.829  1.019  -1.24
C  -0.255  -2.369  1.596  -0.46
C  6.122  -0.872  -0.164  1.33
C  -6.192  -7.852  -3.432  -0.81
C  -2.129  0.967  0.025  1.14
C  -6.619  -5.341  -3.474  -0.40
C  -3.082  3.286  0.757  -0.32
C  -2.461  -3.278  -0.052  -0.21
C  -3.662  -3.532  -1.058  -1.05
C  7.347  -0.357  -1.012  -0.56
C  1.441  9.790  3.092  -0.34
C  -1.334  -1.469  0.999  -0.31
C  -6.567  -6.613  -2.625  -0.34
C  2.094  11.098  2.658  -1.17
C  -3.431  9.733  1.506  -0.51
C  -3.213  0.337  -0.945  -1.38
C  0.623  2.243  -2.074  -1.23
C  1.788  8.616  2.172  -0.35
C  -5.282  -5.076  -4.080  0.20
C  -2.191  4.411  1.444  -1.03
C  6.945  0.472  -2.318  -0.05
C  -2.725  1.793  1.248  -0.62
C  1.436  -0.388  1.418  -1.51
C  8.198  0.394  -3.310  0.14
C  5.126  -4.532  1.362  -0.72
C  3.069  0.593  4.222  -0.24
C  -2.890  7.820  0.031  0.29
C  1.498  1.918  -0.785  -0.05
C  1.316  8.899  0.784  0.22
C  1.115  -1.820  1.790  0.66
C  4.926  1.515  0.063  -0.70
C  4.986  -0.038  0.341  -0.13
C  5.071  -3.001  0.997  0.26
C  -6.357  -11.777  0.335  -0.55
C  -5.064  -10.245  -1.120  0.26
C  3.931  -2.145  1.453  0.25
C  -2.475  9.194  0.438  0.36
C  2.999  0.502  3.006  -0.51
C  -1.077  -0.053  0.606  0.00
C  6.147  2.208  0.874  -0.42
C  -6.404  -10.505  -0.516  -0.33
C  3.854  -0.666  1.144  -0.40
C  5.810  3.725  1.291  -0.95
C  5.117  -5.356  -0.022  -0.33
C  -5.984  -13.017  -0.471  -1.14
C  6.140  -2.353  0.180  -1.23
C  0.344  0.484  0.822  -0.31
H  -2.833  5.329  1.633  0.21
H  -5.991  -13.901  0.169  0.33
H  -5.191  -7.766  -3.860  0.36
H  -3.568  1.287  1.799  0.45
H  5.703  3.796  2.411  0.32
H  -6.195  -8.736  -2.792  -0.11
H  5.998  0.081  -2.822  0.35
H  -4.948  10.476  0.141  0.31
H  -2.699  -0.336  -1.705  0.25
H  -1.746  4.126  2.442  0.33
H  8.061  0.297  -0.418  0.17
H  -0.464  -3.443  1.889  0.24
H  3.983  2.005  0.451  0.08
H  -1.457  9.157  0.829  -0.48
H  -5.635  -11.652  1.147  0.30
H  5.082  -4.609  -0.867  0.35
H  -6.694  -13.182  -1.287  0.29
H  7.940  -1.259  -1.362  0.33
H  -7.359  -5.442  -4.272  0.34
H  6.044  -4.735  1.987  0.36
H  1.843  11.898  3.358  0.33
H  6.704  4.376  1.018  0.31
H  1.763  9.551  4.109  0.32
H  6.996  -2.980  -0.198  0.21
H  1.361  2.571  -2.884  0.46
H  -2.214  -4.186  0.597  0.25
H  -0.126  3.076  -1.937  0.21
H  -6.687  -9.650  0.102  0.32
H  -5.276  8.848  0.758  0.34
H  2.867  8.449  2.154  0.38
H  -4.168  3.531  0.977  0.41
H  7.091  2.169  0.250  0.38
H  0.356  9.928  3.122  0.22
H  3.514  -6.103  -0.930  0.31
H  4.982  1.717  -1.045  0.35
H  -3.398  9.090  2.391  0.32
H  0.121  1.312  -2.491  0.23
H  2.323  2.691  -0.638  0.26
H  7.459  -1.092  -4.504  0.32
H  -7.545  -6.773  -2.162  0.37
H  -3.094  10.725  1.818  0.34
H  6.048  -5.998  -0.062  0.20
H  -5.843  -6.487  -1.813  0.22
H  -4.006  -0.221  -0.351  0.26
H  -3.515  -2.819  -1.936  0.21
H  -3.774  1.166  -1.492  0.39
H  3.183  11.001  2.629  0.31
H  -1.534  1.712  -0.603  -0.31
H  1.750  11.411  1.670  0.35
H  1.309  7.703  2.530  0.26
H  -0.055  2.497  0.524  0.14
H  -5.512  10.244  1.802  0.34
H  -3.016  -2.400  1.732  0.37
H  1.937  0.879  -0.956  0.10
H  4.849  4.098  0.830  0.25
H  -1.343  4.781  0.776  0.19
H  3.269  0.404  5.307  0.37
H  -6.903  -8.018  -4.247  0.34
H  -1.865  1.929  1.990  0.31
H  -1.535  -3.114  -0.696  0.28
H  8.670  -1.570  -3.513  0.31
H  -7.336  -11.933  0.796  0.32
H  6.724  1.561  -2.080  0.11
H  -7.143  -10.606  -1.316  0.35
H  -4.688  -3.400  -0.613  0.28
H  -4.982  -12.933  -0.898  0.36
H  -3.498  -4.570  -1.507  0.34
H  -6.904  -4.487  -2.855  0.30
H  -2.477  9.843  -0.441  0.36
H  -2.908  3.374  -0.364  0.19
H  4.235  -4.876  1.981  0.33

The calculation puts the LUMO energy at 0.4 eV. For the gap between HOMO and LUMO, the calculation gives 8.11 eV. For the largest force on an atom, the calculation gives 4.292 eV/A. For the energy above the lowest of the compared OMol25 structures with the same formula, charge and spin, the calculation gives 0.000 eV. The calculation puts the HOMO energy at -7.726 eV. Its structure (SMILES) is C#CN1c2c(cc(NCC)c([C@@H](C)CCC)c2NCC)Sc2c(CCO)cc(CCC(N)=O)c(C[C@@H](C)I)c21.CCCC#N.CCCC#N.CCCC#N.CCCC#N.

=====

Entry 2:
This record from OMol25 describes 2 unconnected molecules or ions with the total composition C5H14NO2 at a distorted geometry. The level of theory is ωB97M-V with the def2-TZVPD basis set.

Each line ends with the Mulliken charge.
Cartesian coordinates (Å):
O  -0.942  -0.403  2.552  -0.67
O  -1.030  2.787  0.361  -0.51
N  1.245  2.111  -0.899  -0.30
C  -0.730  -1.885  -1.192  -1.03
C  0.038  -1.592  0.032  -0.45
C  0.947  -0.296  -0.092  -0.80
C  -0.761  1.589  0.522  0.11
C  0.222  0.981  -0.501  0.22
H  -0.221  -2.641  -1.849  0.31
H  -0.235  -1.062  2.674  0.31
H  -0.693  -1.542  0.908  0.16
H  0.628  -2.415  0.272  0.52
H  0.874  2.982  -0.457  0.37
H  -0.411  0.922  -1.399  0.17
H  -1.678  -0.540  3.224  0.29
H  -1.793  -2.340  -1.009  0.29
H  1.544  -0.095  0.865  0.40
H  1.697  -0.650  -0.891  0.35
H  1.255  2.231  -1.951  0.37
H  -0.870  -0.939  -1.845  0.19
H  2.191  1.938  -0.556  0.36
H  -1.279  0.858  1.230  0.34

The calculation puts the LUMO energy at -3.8 eV. For the gap between HOMO and LUMO, the calculation gives 10.46 eV. As for the net charge: +1. For the largest force on an atom, the calculation gives 3.696 eV/A. For the energy above the lowest of the compared OMol25 structures with the same formula, charge and spin, the calculation gives 2.599 eV. The calculation puts the HOMO energy at -14.218 eV.

=====

Entry 3:
This record from OMol25 describes C6H12O in the gas phase. The level of theory is ωB97M-V with the def2-TZVPD basis set.

Each line ends with the Mulliken charge.
Cartesian coordinates (Å):
O  0.833  -0.257  1.547  -0.60
C  -0.603  -1.125  -0.100  -0.97
C  0.648  -0.270  0.129  1.31
C  0.193  1.115  -0.346  -1.01
C  -1.214  1.248  0.244  -0.51
C  1.908  -0.773  -0.567  -1.82
C  -1.804  -0.181  0.155  -0.54
H  -0.610  -1.498  -1.130  0.29
H  -1.141  1.558  1.292  0.24
H  1.329  0.538  1.778  0.39
H  -1.822  1.993  -0.278  0.39
H  -2.335  -0.443  1.074  0.25
H  2.240  -1.715  -0.120  0.37
H  2.722  -0.044  -0.466  0.38
H  0.158  1.124  -1.444  0.34
H  -2.529  -0.253  -0.663  0.31
H  0.885  1.910  -0.037  0.40
H  1.732  -0.934  -1.636  0.36
H  -0.591  -1.993  0.567  0.40

The calculation puts the LUMO energy at 1.0 eV. For the gap between HOMO and LUMO, the calculation gives 11.17 eV. For the largest force on an atom, the calculation gives 0.321 eV/A. For the energy above the lowest of the compared OMol25 structures with the same formula, charge and spin, the calculation gives 0.022 eV. The calculation puts the HOMO energy at -10.215 eV. Its structure (SMILES) is CC1(O)CCCC1.

=====

Entry 4:
This record from OMol25 describes a gas-phase ion, C9H9N2O (charge +1) at a distorted geometry. The level of theory is ωB97M-V with the def2-TZVPD basis set.

Each line ends with the Mulliken charge.
Cartesian coordinates (Å):
O  -1.696  -1.838  0.594  -0.37
N  -0.621  0.848  0.907  -0.21
N  -0.124  1.578  -1.626  -0.53
C  0.823  1.965  -0.521  0.17
C  1.843  0.485  -1.828  -0.41
C  0.432  1.615  0.742  -0.16
C  -1.191  -1.638  -0.718  -0.36
C  0.371  0.205  -1.782  0.72
C  -1.329  -1.239  1.713  -0.18
C  2.082  1.633  -1.158  -0.44
C  -0.831  -0.026  1.925  -0.14
C  -0.145  -0.807  -1.062  -0.41
H  -0.725  0.224  3.041  0.32
H  3.069  1.950  -0.803  0.43
H  2.440  0.127  -2.624  0.42
H  -0.830  -2.667  -1.256  0.31
H  -1.243  0.801  0.104  0.24
H  1.112  1.682  1.579  0.50
H  -2.123  -1.457  -1.401  0.28
H  -1.074  1.744  -1.284  0.33
H  -1.589  -1.871  2.485  0.47

The calculation puts the LUMO energy (spin up / spin down) at -4.6 / -6.3 eV. For the gap between HOMO and LUMO (spin up / spin down), the calculation gives 7.81 / 5.96 eV. As for the net charge: +1. For the largest force on an atom, the calculation gives 4.785 eV/A. For the energy above the lowest of the compared OMol25 structures with the same formula, charge and spin, the calculation gives 8.043 eV. The calculation puts the HOMO energy (spin up / spin down) at -12.449 / -12.231 eV.

=====

Entry 5:
This record from OMol25 describes a molecular structure, C15H31IP2Re at a distorted geometry. The level of theory is ωB97M-V with the def2-TZVPD basis set.

Each line ends with the Mulliken spin population.
Cartesian coordinates (Å):
Re  0.102  0.219  2.726  1.82
I  -0.062  -1.672  4.399  0.26
P  0.870  1.336  -1.181  0.00
P  -1.519  -1.429  -0.639  0.05
C  -1.214  -1.727  1.065  -0.03
C  2.318  1.603  -2.331  0.00
C  -1.332  -0.280  -2.080  0.00
C  1.299  -1.322  0.259  -0.04
C  -0.959  -3.003  -1.422  0.00
C  -0.612  1.044  1.055  -0.05
C  0.067  2.941  -1.458  0.00
C  -3.314  -1.674  -0.771  0.01
C  1.165  1.301  4.067  0.08
C  1.985  1.253  0.214  -0.01
C  -1.628  -0.413  1.728  0.53
C  0.060  0.207  -2.424  0.00
C  0.853  1.838  1.024  0.01
C  0.270  -1.973  1.137  0.21
C  2.285  -0.185  0.697  0.08
H  0.275  3.228  -2.492  0.00
H  -3.652  -2.339  0.036  0.00
H  3.019  2.324  -1.864  0.00
H  -3.818  -0.698  -0.700  0.00
H  2.093  0.775  4.336  0.00
H  0.503  3.688  -0.784  0.00
H  1.938  -2.165  -0.094  0.00
H  0.000  0.802  -3.359  0.00
H  -1.936  -2.506  1.462  0.01
H  2.360  -0.195  1.781  -0.02
H  -1.731  -0.864  -2.934  0.00
H  -1.040  -3.819  -0.684  0.00
H  2.843  0.639  -2.480  0.00
H  0.659  1.537  5.006  -0.01
H  0.079  -2.952  -1.781  0.00
H  0.560  -2.918  1.630  -0.02
H  -0.842  0.755  0.026  0.10
H  0.818  -1.027  -0.685  0.01
H  0.686  2.942  1.171  0.01
H  -1.364  1.818  1.272  0.00
H  -2.035  0.561  -1.941  0.00
H  -1.632  -3.208  -2.264  0.00
H  -3.513  -2.137  -1.746  0.00
H  3.270  -0.468  0.277  0.00
H  -1.598  -0.305  2.935  -0.03
H  0.743  -0.630  -2.678  0.00
H  1.977  2.004  -3.303  0.00
H  -2.598  0.045  1.439  -0.01
H  1.461  2.226  3.561  0.01
H  2.855  1.929  0.106  0.00
H  -1.016  2.897  -1.315  0.00

The calculation puts the LUMO energy (spin up / spin down) at -7.4 / -7.7 eV. For the gap between HOMO and LUMO (spin up / spin down), the calculation gives 6.34 / 6.31 eV. As for the net charge: +2. For the largest force on an atom, the calculation gives 6.510 eV/A. As for the spin multiplicity: 4. For the energy above the lowest of the compared OMol25 structures with the same formula, charge and spin, the calculation gives 5.908 eV. The calculation puts the HOMO energy (spin up / spin down) at -13.733 / -14.027 eV.

=====

Entry 6:
This record from OMol25 describes 2 unconnected molecules or ions with the total composition C3H9NO2S at a distorted geometry. The level of theory is ωB97M-V with the def2-TZVPD basis set.

Each line ends with the Mulliken charge.
Cartesian coordinates (Å):
S  -2.347  0.226  -0.181  0.70
O  -3.232  0.075  0.930  -0.54
O  -1.458  -1.052  -0.757  -0.45
N  1.715  -0.482  -0.454  -0.43
C  -1.244  1.494  0.072  -0.69
C  1.564  0.728  -0.230  -0.59
C  2.042  -1.408  0.648  -0.78
H  -3.357  0.201  -1.281  0.14
H  3.086  -1.744  0.480  0.31
H  1.464  -2.256  0.395  0.31
H  -0.575  -1.088  -0.429  0.37
H  1.789  1.260  0.779  0.21
H  1.138  1.251  -1.037  0.63
H  -1.954  2.404  0.168  0.28
H  1.991  -1.095  1.706  0.31
H  -0.622  1.487  -0.810  0.21

The calculation puts the LUMO energy at 0.4 eV. For the gap between HOMO and LUMO, the calculation gives 9.51 eV. For the largest force on an atom, the calculation gives 3.373 eV/A. For the energy above the lowest of the compared OMol25 structures with the same formula, charge and spin, the calculation gives 6.216 eV. The calculation puts the HOMO energy at -9.081 eV. Its structure (SMILES) is C=[S@H](=O)O.C=NC.

=====

Entry 7:
This record from OMol25 describes a molecular structure, Cl2I8O8Sn3Y at a distorted geometry. The level of theory is ωB97M-V with the def2-TZVPD basis set.

Each line ends with the Mulliken charge.
Cartesian coordinates (Å):
I  -0.790  4.963  -1.220  -0.32
I  2.020  -4.728  0.270  -0.13
I  -5.478  -3.339  -1.848  -0.67
I  0.355  2.151  -5.793  -0.54
I  1.288  -3.177  -5.096  -0.30
I  3.250  2.364  1.170  -0.51
I  -0.642  -2.228  2.648  -0.09
I  4.306  -0.684  -2.926  -0.64
Sn  -1.713  -4.655  -2.812  0.89
Sn  -3.927  -0.104  1.380  0.87
Sn  2.038  2.342  -2.473  0.99
Y  2.376  -2.792  2.550  0.96
Cl  -0.180  2.557  4.429  1.53
Cl  -0.507  -0.627  -1.606  1.46
O  -0.264  0.459  -0.726  -0.55
O  -0.438  2.046  5.730  -0.64
O  -0.775  1.778  3.330  -0.55
O  1.217  2.664  4.335  -0.60
O  -0.292  -0.070  -2.937  -0.45
O  -0.719  3.974  4.301  -0.67
O  0.611  -1.491  -1.323  -0.41
O  -1.734  -1.405  -1.383  -0.62

The calculation puts the LUMO energy at -3.2 eV. For the gap between HOMO and LUMO, the calculation gives 1.98 eV. As for the net charge: -1. For the largest force on an atom, the calculation gives 5.195 eV/A. The calculation puts the HOMO energy at -5.190 eV.

=====

Entry 8:
This record from OMol25 describes 2 unconnected molecules or ions with the total composition C10H16 at a distorted geometry. The level of theory is ωB97M-V with the def2-TZVPD basis set.

Each line ends with the Mulliken charge.
Cartesian coordinates (Å):
C  -2.062  -1.290  1.251  -0.34
C  0.613  0.585  -3.032  -1.26
C  1.524  1.030  1.547  -0.70
C  0.714  1.194  0.427  -0.16
C  0.772  0.279  -0.609  0.37
C  1.681  -0.779  -0.580  -0.37
C  2.342  -0.078  1.654  -0.54
C  -2.909  -0.003  1.416  -0.77
C  -0.249  0.375  -1.761  -0.60
C  2.479  -0.911  0.541  -0.47
H  0.755  1.661  -3.194  0.32
H  3.006  -0.302  2.479  0.39
H  1.643  0.297  -2.882  0.39
H  -1.016  -0.393  -1.705  0.38
H  -3.265  0.182  2.422  0.31
H  -1.761  -1.673  2.224  0.32
H  -1.133  -0.968  0.795  -0.22
H  3.358  -1.544  0.498  0.33
H  1.755  -1.465  -1.414  0.46
H  1.414  1.681  2.407  0.35
H  -2.628  -2.045  0.714  0.28
H  -0.880  1.261  -1.616  0.35
H  -2.315  0.849  1.083  0.17
H  -0.131  1.872  0.461  0.39
H  -3.798  -0.008  0.780  0.27
H  0.091  0.194  -3.905  0.32

The calculation puts the LUMO energy at 1.0 eV. For the gap between HOMO and LUMO, the calculation gives 10.11 eV. For the largest force on an atom, the calculation gives 1.900 eV/A. For the energy above the lowest of the compared OMol25 structures with the same formula, charge and spin, the calculation gives 0.946 eV. The calculation puts the HOMO energy at -9.069 eV. Its structure (SMILES) is CCc1ccccc1.CC.